# 1
{
  "formula": "C17H22ClI2N7OTb",
  "method": "the ωB97M-V functional and the def2-TZVPD basis",
  "charge": 1,
  "gap_ev": [6.69, 6.72],
  "multiplicity": 7,
  "lumo_ev": [-3.048, -3.020],
  "species": ["Tb", "I", "C", "C", "C", "I", "C", "O", "C", "C", "N", "C", "C", "C", "C", "C", "C", "N", "C", "H", "H", "H", "H", "H", "H", "H", "H", "H", "H", "H", "C", "N", "C", "C", "N", "N", "C", "N", "N", "H", "H", "H", "H", "H", "H", "H", "H", "H", "H", "H", "Cl"],
  "xyz": [[0.783, 1.221, 0.550], [5.437, -4.881, -1.450], [3.815, -3.558, -0.946], [2.631, -4.011, -0.400], [1.881, -3.110, 0.323], [0.308, -3.850, 1.430], [2.149, -1.751, 0.306], [1.461, -0.861, 0.943], [3.369, -1.302, -0.389], [3.711, 0.165, -0.434], [2.613, 1.032, -0.929], [2.252, 0.939, -2.353], [0.828, 1.499, -2.574], [0.060, 0.992, -3.648], [-1.222, 1.506, -3.817], [-1.657, 2.550, -2.949], [-0.892, 2.905, -1.933], [0.355, 2.400, -1.705], [4.159, -2.203, -1.059], [2.350, -5.059, -0.605], [4.588, 0.324, -1.102], [3.950, 0.481, 0.630], [2.957, 1.990, -0.792], [2.226, -0.105, -2.690], [2.992, 1.455, -2.992], [0.473, 0.256, -4.311], [-1.932, 1.032, -4.480], [-2.685, 3.132, -3.121], [-1.319, 3.662, -1.215], [5.005, -1.905, -1.681], [-4.525, -0.681, 2.066], [-3.652, -0.102, 1.115], [-4.235, 0.443, -0.073], [-2.411, 0.273, 1.470], [-1.557, 0.941, 0.684], [-2.022, -0.067, 2.757], [-0.812, 0.267, 3.452], [-0.844, -0.013, 4.737], [0.184, 0.708, 2.732], [-5.449, -0.898, 1.519], [-4.705, -0.043, 2.905], [-4.167, -1.697, 2.371], [-5.301, 0.114, -0.049], [-3.669, 0.066, -0.976], [-4.140, 1.553, -0.067], [-2.009, 0.986, -0.215], [-2.600, -0.759, 3.243], [-1.760, -0.211, 5.135], [-0.115, 0.270, 5.378], [0.942, 0.835, 3.412], [2.204, 3.068, 1.796]],
  "forces_ev_per_a": [[0.50, -0.12, 1.48], [-0.91, 0.21, -0.10], [1.30, -0.30, -0.95], [1.17, -0.86, -0.65], [-0.73, 0.10, -0.35], [-0.55, 0.05, 0.20], [2.73, 0.74, -0.63], [-1.06, 1.06, 0.10], [-1.55, -0.14, -0.35], [0.51, -0.20, 0.52], [0.61, 0.76, -0.45], [-0.44, -0.15, -0.17], [0.48, -0.24, -0.45], [-0.64, 1.19, 0.57], [0.12, 0.10, 0.92], [-3.49, -0.12, -3.10], [1.22, 1.68, 2.63], [-0.52, -0.50, -0.08], [-0.49, -0.68, 0.44], [0.14, 0.63, 0.79], [-0.27, -0.20, 0.69], [-0.22, 0.05, -1.31], [-0.16, -0.16, 0.11], [0.17, 0.12, 0.32], [-0.37, -0.06, 0.14], [0.03, -0.35, -0.08], [0.19, 0.29, -0.44], [2.35, -1.70, 0.40], [1.00, -0.83, -0.59], [-0.08, -0.02, 0.49], [-0.75, -2.25, -0.14], [1.35, 0.54, 0.17], [0.04, 0.25, -1.28], [2.10, 0.55, 0.13], [-1.87, -1.06, 0.50], [-0.16, -0.32, 1.02], [0.05, 0.23, -4.44], [-0.85, -0.38, 1.71], [-0.82, -0.31, 3.16], [0.01, 0.12, 0.59], [-0.28, 0.33, 0.66], [-0.19, 0.78, 0.08], [1.01, 0.55, -0.67], [-0.97, 0.25, 0.68], [-0.37, -0.59, -0.08], [-0.09, 0.41, -0.45], [0.35, 0.63, -0.44], [0.61, 0.14, 0.13], [-0.09, -0.09, -0.30], [0.25, 0.33, -0.64], [-0.35, -0.45, -0.54]],
  "mulliken_spin": [6.088, 0.000, 0.000, 0.000, 0.000, 0.000, -0.003, -0.020, 0.005, -0.006, -0.012, 0.016, -0.012, -0.004, 0.000, 0.000, -0.001, -0.003, 0.001, 0.000, 0.000, -0.002, -0.001, 0.000, 0.000, 0.000, 0.000, 0.000, -0.001, 0.000, 0.000, 0.000, -0.001, 0.004, -0.012, -0.001, 0.006, 0.001, -0.023, 0.000, 0.000, 0.000, 0.000, 0.000, 0.000, 0.003, 0.000, 0.000, 0.000, 0.001, -0.026]
}

# 2
{
  "formula": "C16H50FNO10S3",
  "method": "the ωB97M-V functional and the def2-TZVPD basis",
  "charge": 0,
  "gap_ev": 9.16,
  "lumo_ev": -0.463,
  "smiles": "O=S(=O)(F)N(S)S.CCO.CCO.CCO.CCO.CCO.CCO.CCO.CCO",
  "species": ["O", "S", "O", "F", "N", "S", "S", "H", "H", "C", "C", "O", "H", "H", "H", "H", "H", "H", "C", "C", "O", "H", "H", "H", "H", "H", "H", "C", "C", "O", "H", "H", "H", "H", "H", "H", "C", "C", "O", "H", "H", "H", "H", "H", "H", "C", "C", "O", "H", "H", "H", "H", "H", "H", "C", "C", "O", "H", "H", "H", "H", "H", "H", "C", "C", "O", "H", "H", "H", "H", "H", "H", "C", "C", "O", "H", "H", "H", "H", "H", "H"],
  "xyz": [[-4.044, 1.578, -1.609], [-2.754, 1.771, -2.283], [-2.918, 1.808, -3.749], [-1.731, 0.559, -1.972], [-1.925, 3.204, -1.852], [-1.891, 3.478, -0.134], [-2.505, 4.572, -2.767], [-0.534, 3.431, 0.156], [-2.842, 5.576, -1.893], [-2.759, -0.656, -5.754], [-3.140, -0.570, -7.219], [-3.860, -1.732, -7.627], [-2.149, -1.542, -5.570], [-2.201, 0.228, -5.443], [-3.651, -0.744, -5.128], [-2.248, -0.502, -7.843], [-3.759, 0.313, -7.407], [-4.651, -1.787, -7.085], [0.396, 1.460, 3.376], [0.689, 1.313, 1.897], [1.212, 2.531, 1.370], [-0.322, 2.265, 3.544], [-0.012, 0.533, 3.787], [1.304, 1.718, 3.926], [-0.224, 1.076, 1.349], [1.415, 0.512, 1.720], [2.021, 2.728, 1.851], [3.128, -0.907, 5.106], [3.428, -1.050, 3.626], [3.954, 0.167, 3.102], [2.411, -0.102, 5.274], [2.718, -1.834, 5.514], [4.034, -0.652, 5.662], [2.519, -1.285, 3.072], [4.154, -1.850, 3.452], [4.760, 0.366, 3.585], [0.635, -2.434, -0.768], [0.327, -2.752, 0.682], [1.178, -3.788, 1.158], [0.508, -3.323, -1.389], [-0.021, -1.645, -1.145], [1.672, -2.110, -0.881], [-0.703, -3.095, 0.791], [0.462, -1.863, 1.310], [2.086, -3.481, 1.068], [6.331, -4.582, 1.195], [5.580, -3.270, 1.081], [4.204, -3.445, 1.410], [5.894, -5.331, 0.533], [7.384, -4.454, 0.936], [6.267, -4.977, 2.213], [5.628, -2.890, 0.061], [6.011, -2.517, 1.750], [4.159, -3.772, 2.313], [-3.775, -2.604, -0.014], [-3.314, -3.464, -1.175], [-3.495, -2.779, -2.408], [-4.827, -2.340, -0.129], [-3.645, -3.125, 0.937], [-3.212, -1.667, 0.021], [-3.891, -4.387, -1.218], [-2.254, -3.725, -1.071], [-2.977, -1.970, -2.368], [2.355, 4.126, -4.040], [1.305, 3.775, -5.078], [0.497, 2.692, -4.632], [2.989, 3.262, -3.833], [2.984, 4.951, -4.381], [1.884, 4.412, -3.096], [1.778, 3.470, -6.011], [0.661, 4.637, -5.283], [0.071, 2.965, -3.815], [-3.907, 2.718, 6.027], [-2.576, 2.581, 5.312], [-2.612, 3.240, 4.047], [-4.710, 2.294, 5.422], [-3.888, 2.208, 6.992], [-4.151, 3.770, 6.192], [-2.347, 1.531, 5.132], [-1.767, 3.012, 5.912], [-2.803, 4.167, 4.208]],
  "forces_ev_per_a": [[3.37, 0.03, 0.14], [-4.35, -0.33, -3.78], [1.54, 0.06, 3.21], [-0.89, 1.92, 0.35], [0.35, -0.76, 1.36], [0.68, -0.23, 0.56], [-0.06, 0.68, -1.47], [-0.71, -0.12, -0.61], [0.20, -1.24, 0.41], [0.15, -0.04, 0.00], [-0.28, -0.12, 0.31], [0.20, -0.02, -0.30], [0.01, 0.01, -0.08], [-0.05, -0.02, 0.02], [0.00, 0.12, 0.00], [-0.09, -0.10, -0.08], [0.15, 0.11, 0.01], [-0.05, -0.03, 0.07], [-0.08, 0.07, 0.10], [0.27, -0.02, 0.31], [-0.32, 0.07, -0.31], [-0.07, -0.09, -0.07], [0.03, 0.01, 0.03], [0.05, -0.14, -0.04], [0.06, 0.13, -0.10], [-0.08, -0.07, 0.00], [0.09, 0.01, -0.01], [-0.07, -0.01, 0.04], [0.21, 0.21, 0.36], [-0.26, 0.02, -0.26], [-0.04, -0.07, -0.04], [0.03, 0.03, 0.03], [0.01, -0.11, 0.00], [0.09, 0.07, -0.11], [-0.12, -0.09, 0.01], [0.06, 0.05, 0.02], [-0.09, 0.04, -0.09], [0.42, -0.05, -0.07], [-0.32, -0.05, 0.17], [-0.07, 0.01, 0.04], [0.05, 0.01, -0.03], [-0.05, 0.09, 0.03], [0.06, -0.06, 0.09], [-0.17, 0.09, -0.06], [0.25, -0.06, -0.07], [0.00, -0.06, -0.05], [0.05, -0.20, 0.24], [-0.17, 0.11, -0.23], [0.03, 0.07, -0.04], [-0.01, -0.02, 0.04], [0.09, 0.06, 0.01], [-0.16, 0.04, 0.05], [0.10, 0.05, -0.11], [-0.04, -0.10, 0.03], [-0.03, -0.04, 0.09], [0.16, 0.41, 0.05], [-0.15, -0.23, -0.13], [0.02, -0.06, 0.00], [0.01, 0.05, 0.00], [0.06, -0.05, 0.05], [0.01, 0.05, -0.16], [-0.04, -0.14, 0.14], [0.01, 0.06, -0.06], [0.09, 0.01, -0.01], [-0.14, 0.05, 0.39], [0.09, -0.14, -0.24], [0.00, 0.02, -0.07], [-0.01, 0.00, 0.05], [-0.01, 0.09, -0.05], [-0.11, -0.10, 0.02], [0.12, 0.08, -0.10], [-0.08, -0.01, 0.05], [-0.06, -0.05, 0.01], [-0.19, 0.37, 0.06], [0.13, -0.28, -0.13], [0.06, -0.06, 0.02], [-0.02, 0.05, 0.00], [0.06, -0.02, 0.09], [0.04, 0.08, -0.15], [0.01, -0.15, 0.10], [-0.03, 0.07, -0.01]],
  "lowdin_charge": [-0.284, 0.562, -0.323, -0.170, -1.010, 0.744, 0.728, -0.102, -0.116, -0.099, -0.319, -0.088, 0.079, 0.054, 0.073, 0.110, 0.108, 0.075, -0.078, -0.313, -0.105, 0.057, 0.080, 0.071, 0.099, 0.093, 0.085, -0.079, -0.314, -0.082, 0.062, 0.079, 0.075, 0.102, 0.088, 0.080, -0.079, -0.315, -0.084, 0.079, 0.060, 0.076, 0.098, 0.091, 0.036, -0.087, -0.304, -0.102, 0.079, 0.076, 0.074, 0.117, 0.106, 0.079, -0.090, -0.316, -0.081, 0.077, 0.073, 0.066, 0.113, 0.094, 0.060, -0.093, -0.320, -0.089, 0.075, 0.072, 0.069, 0.112, 0.107, 0.042, -0.092, -0.330, -0.096, 0.078, 0.075, 0.073, 0.107, 0.110, 0.080]
}

| no. | electronic energy (a.u.) |
| --- | --- |
| 1 | -2999.4556 |
| 2 | -2741.0078 |